Density functional theory data (ωB97M-V/def2-TZVPD) for a 2-piece molecular cluster, C3H5O4S overall at a distorted geometry.

The charge is -1. For the total energy, the calculation gives -22216.81200 eV. The energy above the lowest of the compared OMol25 structures with the same formula, charge and spin is 63.60 kcal/mol. Its frontier orbital gap is 8.5 eV.

XYZ file:
```
13
Properties=species:S:1:pos:R:3:nbo_charge:R:1
C 0.774 1.296 -0.061 0.97
C 1.405 -0.772 1.028 -0.30
C -1.791 0.044 -1.404 -0.84
O -2.047 -1.451 0.660 -0.96
O 1.833 1.188 -0.604 -0.72
O -0.072 2.194 0.011 -0.77
O 0.379 0.170 0.928 -0.66
S -1.910 -0.026 0.205 1.30
H 2.180 -0.365 0.229 0.23
H 1.212 -1.887 0.825 0.16
H 1.775 -0.581 2.016 0.15
H -1.605 0.991 -1.761 0.23
H -2.133 -0.802 -2.071 0.22
```